Record 1
# C6H12N2O

2 unconnected molecules or ions with the total composition C6H12N2O (ωB97M-V/def2-TZVPD, the Open Molecules 2025 dataset).

Each line ends with the Mulliken charge.
Element x y z (Å)
1 C 0.359 1.424 0.656  -0.81
2 C -0.259 -2.709 0.047  -1.36
3 C 1.635 1.904 -0.007  -0.92
4 C 0.874 -0.634 1.031  0.71
5 C -0.839 -0.170 -0.360  0.50
6 C -0.044 -1.233 0.267  -0.27
7 N -0.629 0.108 -1.685  -0.44
8 N -2.122 0.024 0.089  -0.47
9 O 1.800 -0.620 1.773  -0.59
10 H -2.240 -0.132 1.077  0.28
11 H -1.076 0.921 -2.087  0.23
12 H 0.321 -0.027 -1.992  0.30
13 H -2.645 0.815 -0.264  0.25
14 H -0.499 1.995 0.295  0.38
15 H 0.378 1.529 1.743  0.43
16 H -0.134 -2.991 -1.003  0.29
17 H 0.465 -3.278 0.631  0.38
18 H -1.259 -3.028 0.355  0.29
19 H 2.512 1.405 0.407  0.29
20 H 1.617 1.715 -1.087  0.21
21 H 1.784 2.983 0.113  0.32

net charge = 0
HOMO-LUMO gap = 8.30 eV
total energy = -11441.49964 eV
multiplicity = 1
LUMO energy = 0.62 eV

=====

Record 2
# C2H4ClPS2

A single C2H4ClPS2 molecule (ωB97M-V/def2-TZVPD, the Open Molecules 2025 dataset).

Each line ends with the Mulliken charge.
Element x y z (Å)
1 C 0.695 -0.757 -0.208  -1.01
2 C 1.321 0.465 0.032  -0.34
3 P -1.918 -0.410 -0.709  0.32
4 S 0.031 1.980 -0.390  -0.11
5 S -1.718 1.327 0.373  -0.06
6 Cl -2.857 -1.491 0.618  -0.18
7 H 0.791 -1.347 -1.129  0.36
8 H 0.178 -1.241 0.711  0.36
9 H 1.277 0.527 1.082  0.27
10 H 2.201 0.947 -0.380  0.38

net charge = 0
HOMO-LUMO gap (spin up / spin down) = 7.04 / 7.04 eV
total energy = -45618.97949 eV
multiplicity = 1
LUMO energy (spin up / spin down) = -0.83 / -0.83 eV

=====

Record 3
# C27H38AlClN4O7S

A molecular structure, C27H38AlClN4O7S (ωB97M-V/def2-TZVPD, the Open Molecules 2025 dataset).

Each line ends with the Mulliken charge.
Element x y z (Å)
1 O 1.527 0.903 -2.107  -0.37
2 C 0.709 0.860 -3.037  -0.17
3 C 0.125 2.036 -3.681  0.81
4 C 0.797 3.213 -3.324  -0.20
5 H 1.351 3.183 -2.386  0.64
6 C 0.938 4.208 -4.256  -1.09
7 H 1.584 5.008 -3.952  0.43
8 C 0.271 4.129 -5.462  -0.53
9 H 0.364 4.950 -6.131  0.44
10 C -0.493 3.019 -5.774  -0.68
11 H -1.005 2.967 -6.721  0.42
12 C -0.594 1.936 -4.907  -0.41
13 H -1.114 0.994 -5.170  0.40
14 H 0.078 -0.047 -3.137  0.10
15 C -1.934 -1.103 -2.295  -1.85
16 C -1.944 -0.013 -1.314  1.78
17 H -2.595 -0.684 -3.086  0.41
18 H -2.417 -2.003 -1.862  0.33
19 H -1.017 -1.453 -2.846  0.22
20 C -2.280 1.212 -1.700  -0.41
21 C -3.739 1.283 -1.844  -1.83
22 H -1.759 2.015 -2.220  0.17
23 H -3.884 1.727 -2.831  0.47
24 H -4.175 1.903 -1.053  0.21
25 H -4.184 0.272 -1.826  0.37
26 Al -1.495 -0.442 0.421  0.80
27 Cl -3.576 -0.837 0.822  -0.36
28 C -1.316 -0.089 2.869  -0.63
29 O -0.784 -0.868 1.998  -0.21
30 N -0.944 -0.089 4.126  0.56
31 C -0.048 -1.080 4.713  -0.95
32 C -1.638 0.822 5.010  -0.81
33 H -2.148 0.585 2.596  0.70
34 H 0.677 -1.430 3.982  0.25
35 H -0.632 -1.924 5.112  0.35
36 H 0.452 -0.591 5.553  0.35
37 H -1.660 1.831 4.567  0.34
38 H -1.134 0.850 5.965  0.25
39 H -2.682 0.497 5.148  0.28
40 H 4.888 1.442 -1.831  0.39
41 H 4.783 1.599 0.686  0.28
42 C 3.800 1.552 -1.855  -1.03
43 C 3.700 1.739 0.585  -0.90
44 N 3.264 1.078 -0.604  0.61
45 H 3.391 0.957 -2.667  0.29
46 C 2.640 -0.146 -0.572  -0.07
47 O 1.948 -0.630 0.298  -0.51
48 H 3.159 1.372 1.458  0.23
49 H 2.908 -0.757 -1.487  0.35
50 H 3.552 2.605 -2.020  0.31
51 H 3.504 2.817 0.482  0.31
52 H -0.093 -5.199 0.635  0.36
53 H 2.017 -5.329 -0.821  0.32
54 C -0.558 -4.633 -0.173  -0.99
55 C 1.487 -4.718 -1.554  -0.94
56 N 0.491 -3.904 -0.889  0.26
57 H -1.304 -3.943 0.218  0.21
58 C 0.444 -2.574 -0.984  0.42
59 O -0.476 -1.891 -0.432  -0.36
60 H 2.197 -4.073 -2.083  0.28
61 H 1.266 -2.110 -1.579  -0.14
62 H -1.018 -5.348 -0.867  0.34
63 H 1.003 -5.390 -2.270  0.34
64 O 1.270 1.170 2.530  -0.82
65 C 0.451 1.950 2.004  0.27
66 N -0.450 1.597 0.972  0.72
67 S -1.298 2.901 0.460  0.92
68 O -0.829 3.428 -0.780  -0.61
69 O -2.717 2.686 0.673  -0.68
70 C -0.711 3.984 1.712  0.44
71 C -1.188 5.260 2.001  -0.72
72 C -0.690 5.916 3.123  -0.70
73 C 0.285 5.268 3.920  -0.48
74 C 0.757 3.993 3.584  -0.85
75 C 0.236 3.369 2.458  -0.25
76 H -1.943 5.721 1.359  0.50
77 H -1.046 6.908 3.396  0.41
78 H 0.661 5.797 4.821  0.36
79 H 1.514 3.504 4.195  0.51

net charge = 0
HOMO-LUMO gap (spin up / spin down) = 5.39 / 5.77 eV
total energy = -78859.89483 eV
multiplicity = 1
LUMO energy (spin up / spin down) = 0.15 / 0.14 eV

=====

Record 4
# C2H12O4

5 unconnected molecules or ions with the total composition C2H12O4 (ωB97M-V/def2-TZVPD, the Open Molecules 2025 dataset).

Each line ends with the Mulliken charge.
Element x y z (Å)
1 C -1.677 -4.910 3.615  -0.39
2 C -0.305 -4.872 3.383  -0.48
3 H -2.111 -5.792 3.117  0.22
4 H -2.144 -4.058 4.217  0.22
5 H 0.278 -5.718 2.783  0.18
6 H 0.345 -4.194 3.939  0.24
7 H -2.667 0.088 -1.481  0.31
8 H -1.516 1.140 -1.510  0.32
9 O -2.514 0.991 -1.255  -0.63
10 H 1.228 2.135 -0.920  0.32
11 H 2.354 2.560 -1.891  0.32
12 O 1.417 2.282 -1.880  -0.67
13 H 0.207 0.855 -2.953  0.33
14 H -0.166 -0.551 -3.438  0.32
15 O -0.457 0.347 -3.368  -0.61
16 H 2.105 4.688 0.499  0.33
17 H 2.865 3.529 0.636  0.26
18 O 2.943 4.381 0.881  -0.60

net charge = 0
HOMO-LUMO gap = 9.97 eV
total energy = -10456.55482 eV
multiplicity = 1
SMILES = C=C.O.O.O.O
LUMO energy = -0.03 eV

=====

Record 5
# C5H8O

A single C5H8O molecule (ωB97M-V/def2-TZVPD, the Open Molecules 2025 dataset).

Each line ends with the Mulliken charge.
Element x y z (Å)
1 C -1.275 -0.189 -0.735  -0.58
2 C -0.759 0.624 0.413  -0.19
3 C 0.181 -0.080 1.371  -0.49
4 O 0.679 -1.173 0.624  -0.45
5 C 1.211 -0.475 -0.499  -0.59
6 C 0.046 0.539 -0.856  -0.16
7 H -1.194 -1.267 -0.656  0.19
8 H -2.148 0.156 -1.284  0.28
9 H -1.279 1.516 0.757  0.37
10 H -0.193 -0.392 2.344  0.36
11 H 1.028 0.618 1.472  0.25
12 H 1.418 -1.175 -1.309  0.32
13 H 2.194 -0.115 -0.130  0.30
14 H 0.090 1.413 -1.509  0.39

net charge = 0
HOMO-LUMO gap = 11.07 eV
total energy = -7360.35714 eV
multiplicity = 1
SMILES = C1OC[C@H]2C[C@@H]12
LUMO energy = 1.16 eV

=====

Record 6
# H32O16

16 unconnected molecules or ions with the total composition H32O16 (ωB97M-V/def2-TZVPD, the Open Molecules 2025 dataset).

Each line ends with the Mulliken charge.
Element x y z (Å)
1 O 0.557 0.535 2.887  -0.62
2 H 0.973 0.847 3.714  0.24
3 H -0.376 0.657 3.035  0.29
4 O -3.535 -1.397 -1.146  -0.77
5 H -3.541 -0.481 -0.847  0.44
6 H -3.407 -1.884 -0.323  0.31
7 O -0.916 2.339 0.536  -0.59
8 H -1.130 2.641 1.397  0.24
9 H -0.582 3.004 -0.055  0.23
10 O -0.214 -0.305 0.274  0.74
11 H -0.673 -0.081 -0.519  -0.24
12 H 0.152 0.435 0.728  -0.01
13 O 3.344 -0.812 2.375  -0.59
14 H 3.139 -0.887 3.291  0.31
15 H 2.688 -0.159 2.031  0.39
16 O 0.222 -2.039 2.449  -0.76
17 H -0.286 -2.178 1.615  0.41
18 H 0.484 -1.136 2.453  0.34
19 O -1.435 2.234 -2.633  -0.61
20 H -0.642 1.926 -2.155  0.30
21 H -1.678 3.096 -2.229  0.31
22 O 0.921 1.437 -1.751  -0.49
23 H 1.416 1.326 -0.989  0.23
24 H 1.551 2.025 -2.232  0.23
25 O -1.720 -3.092 0.582  -0.76
26 H -1.133 -2.954 -0.169  0.31
27 H -2.225 -3.859 0.277  0.33
28 O 1.984 -1.153 -3.041  -0.61
29 H 2.186 -0.432 -3.605  0.30
30 H 1.253 -0.815 -2.580  0.31
31 O 2.364 1.215 0.891  -0.82
32 H 1.765 1.885 1.291  0.34
33 H 3.222 1.525 1.169  0.33
34 O -3.211 1.020 -0.268  -0.75
35 H -3.544 0.990 0.670  0.34
36 H -2.299 1.147 -0.030  0.33
37 O 2.121 -1.806 -0.309  -0.64
38 H 1.322 -1.316 0.042  0.25
39 H 2.809 -1.360 -0.824  0.28
40 O -1.131 -0.608 -2.241  -0.53
41 H -1.013 -0.157 -3.083  0.24
42 H -2.060 -0.731 -2.071  0.30
43 O -1.035 -3.450 -2.104  -0.71
44 H -0.235 -3.840 -1.686  0.37
45 H -0.837 -2.521 -2.055  0.40
46 O 1.536 3.400 2.220  -0.67
47 H 2.129 2.854 2.771  0.37
48 H 0.721 2.916 2.248  0.34

net charge = 0
HOMO-LUMO gap = 8.57 eV
total energy = -33278.82270 eV
multiplicity = 1
LUMO energy = -1.10 eV

=====

Record 7
# C4H7NS

A single C4H7NS molecule (ωB97M-V/def2-TZVPD, the Open Molecules 2025 dataset).

Each line ends with the Mulliken charge.
Element x y z (Å)
1 C 0.796 -0.400 1.283  -1.13
2 C -0.101 0.564 0.267  -0.11
3 C -0.498 0.021 -1.229  -0.41
4 C 0.607 -0.253 -2.003  0.17
5 H 0.376 -1.196 1.834  0.40
6 H 1.620 -1.074 0.684  0.29
7 H 1.319 0.163 2.199  0.30
8 H 0.573 1.444 0.291  0.39
9 H -2.326 1.269 0.342  0.12
10 H -1.294 0.634 -1.807  0.27
11 H -1.085 -0.747 -0.775  0.36
12 N 1.738 -0.908 -2.293  -0.46
13 S -1.724 0.483 1.208  -0.20

net charge = 0
HOMO-LUMO gap = 10.33 eV
total energy = -16582.76483 eV
multiplicity = 1
SMILES = C[C@H](S)CC#N
LUMO energy = 0.52 eV

=====

Record 8
# C9H13N3

A molecular structure, C9H13N3 (ωB97M-V/def2-TZVPD, the Open Molecules 2025 dataset).

Each line ends with the Mulliken charge.
Element x y z (Å)
1 C 0.347 1.698 -0.073  -0.20
2 C 1.152 0.424 -0.118  0.32
3 C 2.218 0.151 0.498  -0.54
4 C 2.897 -1.050 0.460  -0.35
5 C 1.227 -1.900 -0.756  -0.53
6 C 0.618 -0.672 -0.763  0.83
7 C -1.880 -0.143 -0.311  -0.07
8 C -1.808 -0.302 1.152  -0.72
9 C -2.925 -1.005 0.320  -0.54
10 H 1.553 2.884 -1.381  0.28
11 H 0.756 3.719 -0.341  0.28
12 H -0.675 1.574 -0.791  0.19
13 H -0.318 1.458 0.989  0.00
14 H 2.622 1.023 1.029  0.36
15 H 3.703 -1.282 1.569  0.20
16 H 0.931 -2.953 -1.308  0.28
17 H -1.007 -1.585 -1.370  0.31
18 H -2.178 0.757 -1.009  0.36
19 H -1.910 0.562 1.907  0.31
20 H -1.056 -0.961 1.548  0.26
21 H -3.944 -0.428 0.287  0.20
22 H -3.033 -2.141 0.178  0.26
23 N 1.136 2.767 -0.317  -0.60
24 N 2.294 -2.091 0.032  -0.48
25 N -0.720 -0.502 -1.431  -0.42

net charge = 0
HOMO-LUMO gap = 9.59 eV
total energy = -14006.61722 eV
multiplicity = 1
LUMO energy = 0.73 eV